## i
The following is a DFT calculation (wB97M-V/def2-TZVPD) of one molecule with the formula C4H9NOS.

The geometry in ORCA input format:
```
! RIJCOSX wB97M-V def2-TZVPD def2/J DEFGRID3
* xyz 0 1
C -0.44 -0.85 -1.26
C -0.03 -0.02 -0.04
C -0.32 -0.74 1.34
N -0.79 1.17 -0.01
C 1.55 0.15 -0.15
O 2.25 -0.78 -0.39
S 2.27 1.80 0.41
H -0.57 -0.04 -2.18
H 0.21 -1.71 -1.69
H -1.53 -1.29 -0.88
H 0.27 -0.05 2.04
H 0.18 -1.79 1.46
H -1.41 -0.73 1.53
H -0.92 1.61 -0.94
H -1.65 1.16 0.43
H 0.94 2.13 0.34
*
```

Results
E_LUMO in eV: 0.72
SMILES: CC(C)(N)C(=O)S
Frontier orbital gap in eV: 10.00

Atom charges from the Löwdin analysis, given in e for atoms 1 to 4:
1 C -0.07
2 C -0.68
3 C -0.03
4 N 0.02



## ii
The following is a DFT calculation (wB97M-V/def2-TZVPD) of one molecule with the formula C4H9NOS.

The geometry in ORCA input format:
```
! RIJCOSX wB97M-V def2-TZVPD def2/J DEFGRID3
* xyz 0 1
C -0.98 -0.08 2.16
N -0.55 -1.16 1.30
C 0.22 -1.04 0.18
O 0.75 -2.02 -0.31
C 0.35 0.34 -0.44
C 0.92 0.25 -1.85
S 0.14 1.34 -3.07
H -2.05 -0.12 2.32
H -0.41 -0.06 3.08
H -0.83 0.86 1.61
H -0.66 -2.11 1.61
H 1.00 0.96 0.17
H -0.65 0.77 -0.43
H 2.00 0.46 -1.82
H 0.86 -0.76 -2.24
H -0.11 2.37 -2.27
*
```

Results
E_LUMO in eV: 0.74
SMILES: CNC(=O)CCS
Frontier orbital gap in eV: 9.78

Atom charges from the Löwdin analysis, given in e for atoms 1 to 4:
1 C -0.08
2 N 0.01
3 C -0.50
4 O 0.05



Decreasing stability: ii, i



## i
The following is a DFT calculation (wB97M-V/def2-TZVPD) of a 2-piece molecular cluster, H4OS overall.

The geometry in ORCA input format:
```
! RIJCOSX wB97M-V def2-TZVPD def2/J DEFGRID3
* xyz 0 1
O -2.61 0.79 2.81
H -2.49 1.49 2.13
H -2.59 1.27 3.67
S -0.39 0.17 0.43
H 0.30 0.48 1.55
H -1.55 0.06 1.10
*
```

Results
E_LUMO in eV: 0.67
SMILES: O.S
Frontier orbital gap in eV: 10.32

Atom charges from the Löwdin analysis, given in e for atoms 1 to 4:
1 O -0.12
2 H 0.03
3 H 0.06
4 S 0.48



## ii
The following is a DFT calculation (wB97M-V/def2-TZVPD) of a 2-piece molecular cluster, H4OS overall.

The geometry in ORCA input format:
```
! RIJCOSX wB97M-V def2-TZVPD def2/J DEFGRID3
* xyz 0 1
O 1.09 -0.10 1.73
H 1.79 -0.63 1.43
H 1.55 0.38 2.54
S -0.71 0.09 -1.07
H -0.40 -1.22 -0.78
H -0.21 0.72 0.11
*
```

Results
E_LUMO in eV: 0.54
SMILES: O.S
Frontier orbital gap in eV: 9.85

Atom charges from the Löwdin analysis, given in e for atoms 1 to 4:
1 O -0.12
2 H 0.00
3 H 0.12
4 S 0.39



Decreasing stability: i, ii



## i
The following is a DFT calculation (wB97M-V/def2-TZVPD) of a 2-piece molecular cluster, CH3FN2O2 overall.

The geometry in ORCA input format:
```
! RIJCOSX wB97M-V def2-TZVPD def2/J DEFGRID3
* xyz 0 1
C -0.12 -0.19 -0.06
N -1.26 -0.89 -0.46
N -2.74 0.44 -0.08
O -2.34 1.47 0.28
O -3.78 -0.05 -0.30
F -1.57 -1.82 0.49
H 0.29 -0.62 0.75
H 0.51 -0.24 -0.84
H -0.28 0.85 0.09
*
```

Results
E_LUMO (alpha / beta) in eV: -0.36 / -0.54
Frontier orbital gap (alpha / beta) in eV: 9.23 / 9.22

Atom charges from the Löwdin analysis, given in e for atoms 1 to 4:
1 C -0.10
2 N 0.01
3 N -0.30
4 O 0.11



## ii
The following is a DFT calculation (wB97M-V/def2-TZVPD) of a 2-piece molecular cluster, CH3FN2O2 overall.

The geometry in ORCA input format:
```
! RIJCOSX wB97M-V def2-TZVPD def2/J DEFGRID3
* xyz 0 1
C 2.08 0.34 0.78
N 1.01 -0.23 0.37
F 0.59 0.22 -0.85
H 2.53 1.15 0.13
H 2.44 0.05 1.74
O -2.42 1.05 -0.07
N -2.10 0.26 -0.87
O -2.03 -1.03 -0.28
H -2.11 -1.80 -0.96
*
```

Results
E_LUMO in eV: 0.57
SMILES: C=NF.O=NO
Frontier orbital gap in eV: 10.86

Atom charges from the Löwdin analysis, given in e for atoms 1 to 4:
1 C -0.01
2 N -0.03
3 F -0.11
4 H 0.10



Decreasing stability: ii, i



## i
The following is a DFT calculation (wB97M-V/def2-TZVPD) of an isolated ion of composition C2H5NO2P and charge -1.

The geometry in ORCA input format:
```
! RIJCOSX wB97M-V def2-TZVPD def2/J DEFGRID3
* xyz -1 1
C 1.82 0.37 0.46
C 0.51 0.54 0.60
P -0.60 0.25 -0.79
N -1.72 -1.12 -0.28
O 0.09 -0.15 -2.03
O -1.51 1.46 -0.83
H 2.55 0.47 1.16
H 2.42 0.09 -0.45
H 0.05 0.80 1.68
H -2.35 -0.74 0.41
H -1.25 -1.96 0.05
*
```

Results
E_LUMO in eV: 4.15
SMILES: C=C[P@](N)(=O)[O-]
Frontier orbital gap in eV: 8.75

Atom charges from the Löwdin analysis, given in e for atoms 1 to 4:
1 C -0.11
2 C -0.27
3 P 0.21
4 N -0.12



## ii
The following is a DFT calculation (wB97M-V/def2-TZVPD) of C2H5NO2P as an isolated structure.

The geometry in ORCA input format:
```
! RIJCOSX wB97M-V def2-TZVPD def2/J DEFGRID3
* xyz -1 1
C 0.67 -1.08 -0.31
C 0.66 0.23 -0.41
N -2.16 -0.35 0.71
O -3.41 0.28 -0.34
O -1.73 -1.49 0.44
P -2.01 0.97 -0.34
H 0.89 -1.81 -1.05
H 0.82 -1.45 0.71
H 0.86 0.77 0.46
H 0.63 0.65 -1.37
H -2.21 1.70 0.82
*
```

Results
E_LUMO in eV: 4.48
Frontier orbital gap in eV: 7.00

Atom charges from the Löwdin analysis, given in e for atoms 1 to 4:
1 C -0.13
2 C -0.23
3 N -0.40
4 O -0.56



## iii
The following is a DFT calculation (wB97M-V/def2-TZVPD) of an isolated ion of composition C2H5NO2P and charge -1.

The geometry in ORCA input format:
```
! RIJCOSX wB97M-V def2-TZVPD def2/J DEFGRID3
* xyz -1 1
O -2.75 -0.26 0.72
N -1.53 -0.13 0.47
P -0.84 1.17 -0.45
C 0.89 0.47 0.11
C 0.74 -1.01 -0.38
O -0.53 -1.21 -0.93
H -0.95 2.31 0.57
H 0.89 0.71 1.20
H 1.77 1.05 -0.32
H 1.40 -1.22 -1.22
H 0.91 -1.87 0.24
*
```

Results
E_LUMO in eV: 4.56
SMILES: O=NPCC[O-]
Frontier orbital gap in eV: 7.20

Atom charges from the Löwdin analysis, given in e for atoms 1 to 4:
1 O -0.23
2 N -0.42
3 P 0.75
4 C -0.37



Decreasing stability: i, iii, ii